No. 1
DFT (ωB97M-V/def2-TZVPD) results for a structure of composition C6H15BrI2OSi2.

XYZ file:
```
27
C6H15BrI2OSi2 (ωB97M-V/def2-TZVPD)
I 2.881 -0.562 2.166
I 3.989 1.870 -0.210
Br -2.372 0.042 -3.224
Si 0.764 -1.321 -0.061
Si -0.694 -2.603 2.289
O 0.386 -2.477 1.049
C 1.919 1.285 -0.263
C 1.052 2.559 -0.255
C -1.239 0.197 -1.614
C -0.756 -1.170 -1.177
C -2.047 0.895 -0.539
C 1.442 0.245 0.785
H 0.434 2.624 -1.151
H -1.591 -1.692 -0.696
H -0.545 -3.937 2.893
H -2.960 0.334 -0.334
H 0.388 2.573 0.611
H -0.423 0.822 -1.971
H -0.484 -1.775 -2.046
H 1.646 3.468 -0.216
H 1.890 0.824 -1.250
H -2.072 -2.441 1.764
H -1.472 0.946 0.392
H 0.745 0.722 1.473
H 1.902 -1.787 -0.879
H -2.321 1.906 -0.835
H -0.460 -1.545 3.299
```

The calculation puts the gap between HOMO and LUMO at 8.835 eV. Its LUMO energy is -0.19 eV. Its charge is 0. Its total energy is -110513.962 eV. The HOMO energy is -0.3316 Eh.

---

No. 2
DFT (ωB97M-V/def2-TZVPD) results for a cluster of 4 separate species, C20H29F9O11 in total at a distorted geometry.

XYZ file:
```
69
C20H29F9O11 (ωB97M-V/def2-TZVPD)
F 4.659 2.849 1.286
F 3.876 -4.251 -3.842
F -3.168 -2.164 6.225
F 3.130 -4.538 -1.838
F 2.739 2.022 1.804
F -4.872 -2.844 5.082
F 5.260 -4.455 -2.197
F -4.906 -0.903 6.025
F 4.449 0.723 1.615
O 4.172 -1.572 -3.214
O 5.635 1.743 3.811
O 3.966 -2.109 -1.033
O 0.470 1.186 -0.223
O -3.918 -0.146 3.553
O 3.631 2.623 4.355
O -3.602 -0.743 -4.444
O -1.711 0.888 -0.983
O -4.815 1.802 -2.459
O -1.151 2.995 -0.135
O -2.518 -1.913 3.624
C 4.069 -2.397 -2.344
C -2.565 -1.436 -6.589
C 2.623 -0.086 -0.899
C 4.375 2.141 3.544
C -3.525 -1.150 4.089
C -5.176 0.538 -3.056
C -3.996 1.648 -1.282
C -1.796 3.309 -1.416
C 5.575 0.810 6.053
C -0.653 1.674 -0.389
C -4.117 -1.760 5.355
C -0.895 -0.369 2.680
C -1.903 -1.467 2.404
C -2.467 1.892 -1.705
C 6.079 1.929 5.164
C 4.052 1.933 2.067
C -4.552 0.343 -4.546
C -3.741 -1.723 -5.497
C 4.081 -3.908 -2.558
C 3.989 -0.711 -0.691
H 2.334 -0.112 -1.952
H -2.055 -2.413 -6.873
H 4.764 -0.185 -1.255
H -1.381 0.520 3.088
H 5.778 2.910 5.540
H -4.880 -0.382 -2.455
H -0.933 3.347 -2.160
H -4.263 2.457 -0.503
H -2.412 4.258 -1.487
H -3.960 1.274 -4.872
H -4.747 -1.727 -6.026
H -2.481 1.816 -2.841
H -3.025 -0.975 -7.527
H 7.170 1.916 5.140
H 4.262 -0.650 0.363
H -0.161 -0.698 3.420
H 5.978 0.908 7.063
H 5.867 -0.163 5.648
H -4.098 0.648 -0.750
H -1.855 -0.699 -6.096
H 2.620 0.951 -0.566
H -3.520 -2.746 -5.013
H -0.372 -0.087 1.764
H 4.485 0.815 6.115
H -6.327 0.538 -3.153
H -2.660 -1.149 1.682
H 1.861 -0.639 -0.347
H -1.394 -2.333 1.975
H -5.375 0.197 -5.318
```

The calculation puts the gap between HOMO and LUMO at 10.124 eV. Its structure (SMILES) is CCOCCOC[C@H]1COC(=O)O1.CCOC(=O)C(F)(F)F.CCOC(=O)C(F)(F)F.CCOC(=O)C(F)(F)F. Its LUMO energy is 0.53 eV. Its charge is 0. Its total energy is -68187.360 eV. The HOMO energy is -0.3528 Eh.

---

No. 3
DFT (ωB97M-V/def2-TZVPD) results for a structure of composition C4H11INOPd at a distorted geometry.

XYZ file:
```
19
C4H11INOPd (ωB97M-V/def2-TZVPD)
I -0.700 4.782 -6.399
Pd 3.378 5.353 -9.439
O -0.777 -1.432 1.816
N 1.166 0.621 -0.517
C -0.303 -1.090 0.609
C 0.207 1.158 1.557
C 0.719 -0.025 0.714
C -1.446 -2.734 1.804
H -0.604 -3.409 1.655
H 0.804 1.531 -0.764
H -0.747 1.426 1.103
H -2.223 -2.888 1.054
H 0.813 0.000 -1.232
H 1.022 1.864 1.399
H -1.940 -3.052 2.722
H -1.120 -0.732 -0.017
H 0.056 0.898 2.605
H 0.150 -1.879 0.008
H 1.546 -0.395 1.320
```

Its expectation value of S² is 2.004. The multiplicity is 3. The calculation puts the gap between HOMO and LUMO (spin up / spin down) at 3.093 / 1.733 eV. Its LUMO energy (spin up / spin down) is -7.57 / -8.93 eV. Its charge is +1. Its total energy is -19431.815 eV. The HOMO energy (spin up / spin down) is -0.3919 / -0.3919 Eh.

---

No. 4
DFT (ωB97M-V/def2-TZVPD) results for a structure of composition C42H64N4O14 at a distorted geometry.

XYZ file:
```
124
C42H64N4O14 (ωB97M-V/def2-TZVPD)
O -0.629 -3.226 1.052
O 1.163 -3.911 0.235
O 1.641 -3.025 -1.417
O -4.138 -0.967 -1.881
O 2.810 3.994 -0.959
O -0.013 -2.590 3.487
O -2.573 -3.991 1.910
O 0.639 0.549 -2.322
O -3.408 -3.212 -1.620
O -2.258 2.348 -0.698
O -3.487 2.951 -2.465
O 1.249 4.546 -2.533
O 2.255 -2.087 3.477
O -1.033 -0.707 -2.863
N 0.982 3.847 2.363
N 5.353 -1.368 -1.873
N -4.261 1.445 0.696
N 0.195 -1.085 -0.237
C -3.132 -2.192 3.244
C -1.545 -3.125 1.874
C 0.371 3.816 1.161
C -0.886 1.972 -0.497
C 1.039 -1.061 -4.069
C 0.875 1.002 0.454
C -1.196 4.314 2.612
C -3.625 -3.619 2.795
C -1.044 2.909 -2.586
C -0.339 -0.824 0.961
C -2.903 1.589 1.111
C 0.903 0.036 -0.592
C 3.608 2.819 -0.706
C 3.453 -0.702 -1.015
C 0.101 0.481 1.371
C 0.012 -2.057 -4.514
C -1.692 -2.054 2.847
C 2.534 2.444 -2.837
C -4.903 0.505 1.546
C 0.268 -0.352 -2.965
C -1.364 -1.719 -3.832
C 2.147 0.197 3.781
C 3.039 1.760 -1.613
C 0.798 -0.352 4.041
C -3.255 -1.964 -1.562
C 0.356 -3.076 -1.876
C 1.262 -2.972 1.354
C 0.055 4.331 3.346
C 4.454 0.305 -0.742
C -2.087 -1.288 -0.974
C 0.899 -1.782 3.675
C -3.548 0.358 -1.907
C -2.309 0.138 -1.168
C -2.419 2.728 -1.933
C 4.048 -1.712 -1.760
C -0.077 2.768 -1.443
C -2.647 0.602 2.073
C 5.600 -0.220 -1.222
C -3.914 0.121 2.377
C -0.966 4.021 1.209
C 3.129 -0.975 3.777
C 2.107 3.777 -2.140
H 1.866 -1.570 -3.574
H -3.502 0.696 -2.941
H 1.951 3.633 2.550
H 4.560 3.066 -1.176
H -0.974 -1.551 1.445
H 6.622 0.116 -1.122
H -2.172 4.347 3.075
H -0.040 -2.091 -2.121
H 1.771 1.788 -3.257
H -4.562 -3.500 2.250
H -3.771 -4.380 3.561
H -2.160 -1.572 0.076
H -2.372 0.642 -0.203
H -0.107 -2.054 -5.598
H -0.181 0.932 2.312
H 0.429 4.321 4.359
H 1.610 -3.501 2.241
H -0.918 0.892 -0.637
H -0.758 3.882 -2.987
H -2.295 2.295 0.565
H 0.347 -3.057 -4.240
H 2.356 1.020 4.464
H 0.676 -0.344 5.124
H -1.705 -2.695 -3.488
H -1.455 0.459 -1.764
H 2.473 -0.613 -0.570
H 1.389 1.952 0.458
H 1.577 -3.244 -0.485
H -0.068 0.206 3.685
H -0.945 2.125 -3.336
H 0.983 2.544 -1.562
H 0.268 -3.683 -2.777
H 3.256 2.531 -3.649
H 3.623 -2.595 -2.214
H -1.012 -2.366 3.640
H 4.274 1.215 -0.188
H -5.974 0.375 1.510
H 2.153 -2.400 1.095
H 2.151 1.377 -1.110
H 1.532 -0.447 -4.824
H -3.638 -1.421 2.662
H -3.352 -2.094 4.307
H 3.851 1.040 -1.719
H 2.270 0.543 2.755
H 3.681 2.492 0.331
H 0.338 -2.426 1.543
H 0.263 -4.186 0.428
H 3.506 -1.007 4.799
H 6.092 -1.926 -2.276
H -0.070 3.811 -1.125
H -1.399 -1.090 2.432
H -2.239 -1.367 -4.379
H 0.200 -1.944 -0.768
H -1.212 -1.743 -1.439
H -1.599 3.822 0.358
H -4.673 1.928 -0.090
H -0.360 -3.494 -1.168
H -4.197 1.087 -1.420
H -3.950 -0.605 3.176
H -0.715 2.115 0.570
H 0.943 3.499 0.302
H 1.469 0.119 -1.508
H 3.912 -0.836 3.032
H -1.714 0.476 2.602
```

The calculation puts the gap between HOMO and LUMO at 6.931 eV. Its LUMO energy is 0.12 eV. Its charge is 0. Its total energy is -79172.066 eV. The HOMO energy is -0.2502 Eh.

---

No. 5
DFT (ωB97M-V/def2-TZVPD) results for the molecule C9H16O6 at a distorted geometry.

XYZ file:
```
31
C9H16O6 (ωB97M-V/def2-TZVPD)
O -0.221 2.730 -2.864
O -0.880 4.543 -1.630
O -0.552 -0.842 0.659
O -0.391 0.961 2.279
O -2.312 -0.399 2.073
O 0.970 -3.744 -2.776
C -0.803 3.295 -1.707
C -1.363 2.450 -0.467
C -0.710 3.074 0.861
C 0.568 -3.552 -1.397
C 1.767 -1.731 0.172
C 0.540 -1.630 1.238
C -1.087 2.234 2.194
C -1.155 -0.089 1.727
C 1.879 -3.172 -0.511
H 2.789 -3.185 -1.194
H 1.995 -3.974 0.297
H 0.182 -2.675 1.575
H -2.222 2.133 2.294
H 0.432 3.181 0.752
H 0.261 3.451 -3.343
H -1.129 1.341 -0.572
H -1.196 4.105 1.017
H 0.998 -1.149 2.172
H -0.236 -2.733 -1.313
H -0.704 2.868 3.077
H 0.181 -4.557 -0.981
H 1.636 -0.861 -0.551
H -2.494 2.593 -0.453
H 0.511 -3.124 -3.376
H 2.744 -1.540 0.748
```

The calculation puts the gap between HOMO and LUMO at 10.626 eV. Its structure (SMILES) is O=C(O)CCCOC(=O)OCCCCO. Its LUMO energy is 0.52 eV. Its charge is 0. Its total energy is -21874.983 eV. The HOMO energy is -0.3714 Eh.

---

No. 6
DFT (ωB97M-V/def2-TZVPD) results for the ion C14H29N6O with charge +1 at a distorted geometry.

XYZ file:
```
50
C14H29N6O (ωB97M-V/def2-TZVPD)
O 1.110 3.810 1.176
N 0.885 -2.375 -1.370
N 0.634 1.332 -2.208
N 1.050 -1.169 -2.045
N -0.185 0.216 -0.390
N 1.174 1.570 1.886
N -0.703 0.931 -4.388
C -0.785 1.823 -1.992
C 2.071 -2.529 -0.453
C 2.070 -3.855 1.845
C 1.898 -3.985 0.254
C -4.118 -0.479 1.450
C -0.898 2.616 0.520
C -3.040 0.376 1.131
C 0.538 2.685 1.207
C -2.570 0.643 -0.370
C -1.121 1.377 -0.464
C 0.427 1.111 3.088
C -1.584 1.026 -3.162
C 0.568 -0.024 -1.587
C 2.622 1.787 2.139
H 1.570 -1.141 -2.937
H 0.062 -2.373 -0.755
H -0.530 0.591 2.709
H -1.670 2.704 1.349
H -2.403 -0.397 -0.833
H 1.993 -2.774 2.218
H 3.038 -2.433 -1.036
H 2.836 2.249 3.154
H 1.021 0.300 3.618
H -3.345 1.167 -1.014
H 1.204 1.923 -1.569
H 0.071 1.950 3.768
H -1.858 -0.042 -2.875
H 2.662 -4.677 -0.231
H 2.015 -1.725 0.355
H -4.591 -0.426 2.476
H -1.015 3.561 -0.120
H -0.324 -0.027 -4.454
H -2.548 0.906 2.018
H 3.106 0.741 2.161
H 0.839 -4.355 0.036
H -1.318 1.054 -5.205
H -0.878 2.921 -2.251
H -4.444 -1.229 0.658
H 3.146 2.329 1.277
H 3.100 -4.258 2.133
H 1.224 -4.435 2.336
H -0.475 -0.585 0.181
H -2.533 1.594 -3.435
```

The calculation puts the gap between HOMO and LUMO at 9.083 eV. Its structure (SMILES) is C=CC[C@@]1(CC(=O)N(C)C)NC(NNCCC)=[NH+][C@H]1CN. Its LUMO energy is -3.04 eV. Its charge is +1. Its total energy is -25964.960 eV. The HOMO energy is -0.4456 Eh.

---

No. 7
DFT (ωB97M-V/def2-TZVPD) results for a structure of composition C26H29N3O4S at a distorted geometry.

XYZ file:
```
63
C26H29N3O4S (ωB97M-V/def2-TZVPD)
S 3.885 0.293 -1.056
O -1.530 0.669 -1.592
O 4.682 -0.306 -1.922
O 3.510 1.875 -1.541
O -4.580 -1.527 -1.306
N 4.526 0.511 0.538
N -4.061 0.249 0.430
N -0.742 -3.181 -0.187
C -1.673 -5.386 -0.283
C -2.444 4.834 -0.534
C -3.171 1.018 1.015
C 2.368 -0.398 -0.808
C 2.553 -1.798 -0.493
C 1.625 -2.932 -0.282
C 6.742 1.385 0.084
C 4.165 1.734 1.225
C -2.981 2.467 0.522
C 1.185 -0.199 -1.045
C 2.585 1.391 1.763
C -4.784 2.091 -1.010
C 0.302 -2.233 -0.339
C 0.005 -0.971 -0.896
C 5.927 0.152 0.347
C -3.727 -0.692 -0.482
C -2.023 -2.802 -0.315
C -5.197 0.845 -0.070
C -3.848 2.974 -0.560
C -2.372 -6.236 0.608
C -1.610 4.370 0.579
C -1.655 2.957 0.993
C -0.462 -4.479 0.078
C -2.394 -1.430 -0.428
C -3.519 4.044 -0.947
C -1.390 -0.575 -0.808
H 6.254 -0.302 1.461
H 6.545 1.732 -1.318
H -0.937 2.505 1.651
H 4.734 1.438 2.130
H -4.832 1.857 -1.952
H 0.924 0.787 -1.376
H -0.517 4.743 0.753
H 2.392 2.132 2.295
H -2.044 -6.387 1.472
H -5.944 0.371 -0.721
H 4.296 2.566 0.753
H 7.891 1.077 -0.044
H -4.122 4.674 -1.740
H -0.238 -4.740 1.457
H 6.184 -0.691 -0.217
H -5.777 2.867 -1.127
H -5.586 1.137 0.874
H 6.724 2.214 0.745
H 0.250 -4.827 -0.477
H 2.508 0.390 2.110
H 3.603 -2.246 -0.106
H -1.959 5.924 -1.055
H 2.036 1.715 0.743
H -3.586 1.191 2.196
H -2.923 -3.297 0.170
H -3.214 -6.832 0.289
H -2.105 -5.304 -1.383
H -2.249 0.356 1.079
H 1.797 -3.762 0.060
```

The calculation puts the gap between HOMO and LUMO at 7.090 eV. Its LUMO energy is -0.94 eV. Its charge is 0. Its total energy is -50903.822 eV. The HOMO energy is -0.2950 Eh.

---

No. 8
DFT (ωB97M-V/def2-TZVPD) results for the molecule C5H6O.

XYZ file:
```
12
C5H6O (ωB97M-V/def2-TZVPD)
O -0.870 -2.278 -0.047
C 0.026 -0.496 1.046
C 0.152 0.477 0.195
C -0.440 1.662 -0.429
C -0.377 -1.741 1.136
C 0.991 1.227 -0.744
H -0.627 2.482 0.256
H -0.312 -3.014 -0.327
H 1.170 0.788 -1.729
H 1.841 1.732 -0.298
H -1.196 1.514 -1.204
H -0.423 -2.390 2.006
```

The calculation puts the gap between HOMO and LUMO at 9.615 eV. Its structure (SMILES) is OC=C=C1CC1. Its LUMO energy is 0.96 eV. Its charge is 0. Its total energy is -7325.817 eV. The HOMO energy is -0.3181 Eh.